# 1
Computed, not measured: an isolated ion of composition C22H22NO and charge +1 in a non-equilibrium geometry, with ωB97M-V with the def2-TZVPD basis set.

Calculated values
F_max = 4.4 eV Å⁻¹
Net charge = +1
Frontier orbital gap = 8.03 eV
Energy relative to the best compared isomer or geometry (same formula, charge and spin) = 244.6 kJ/mol

Each line ends with the Mulliken charge.
Cartesian coordinates (Å):
C  2.2347  2.9144  3.6444  -0.434
C  2.2132  1.5138  3.6542  -0.743
C  1.4126  0.8130  2.7459  -0.321
C  0.5991  1.4987  1.8185  0.167
C  -0.2059  0.7786  0.7805  0.765
C  0.3222  -0.3822  0.2642  -1.149
C  0.2202  -1.0285  -1.0961  0.847
C  0.3950  -2.5297  -1.0372  -0.584
C  -0.6032  -3.3392  -1.5932  0.069
C  -0.3912  -4.7132  -1.6805  -0.730
C  0.7726  -5.2693  -1.1317  -0.404
C  1.7268  -4.4530  -0.5128  -0.889
C  1.5195  -3.0758  -0.4297  -0.397
C  -1.5408  1.3570  0.4463  0.652
C  -2.1462  1.2000  -0.8109  0.065
C  -3.3698  1.7975  -1.1184  -1.215
C  -4.0823  2.5019  -0.1430  -0.450
C  -3.5331  2.6200  1.1391  -0.808
C  -2.2842  2.0664  1.4223  -0.258
C  0.6221  2.9107  1.8410  -0.147
C  1.4355  3.6127  2.7303  -0.778
H  2.8890  3.4555  4.3275  0.397
H  2.8365  0.9556  4.3600  0.384
H  1.4039  -0.2803  2.7731  0.422
H  0.9724  -0.9568  0.9265  -0.119
H  -0.7521  -0.8621  -1.5403  0.641
H  -1.5242  -2.8727  -1.9300  0.374
H  -1.1411  -5.3461  -2.1444  0.425
H  0.9491  -6.3440  -1.1973  0.398
H  2.6321  -4.8777  -0.0704  0.389
H  2.2121  -2.4281  0.1102  0.340
H  -1.6369  0.6273  -1.5805  0.146
H  -3.7560  1.7161  -2.1369  0.398
H  -5.0434  2.9530  -0.3853  0.395
H  -4.0703  3.1686  1.9121  0.399
H  -1.8795  2.1833  2.4294  0.518
H  0.0066  3.4654  1.1311  0.482
H  1.4601  4.7024  2.6971  0.386
C  0.8440  0.8087  -2.6361  -0.622
N  1.2115  -0.4831  -1.9426  0.498
O  1.7179  -1.3601  -2.9795  -0.485
H  -0.2458  0.8673  -2.7470  0.369
H  1.2447  1.6262  -2.0289  0.324
H  1.2910  0.7706  -3.6387  0.296
H  2.0786  -0.3333  -1.4147  0.523
H  0.9831  -1.9496  -3.2274  0.465

---

# 2
Computed, not measured: C29H37N2O9RuS6Si as an isolated structure, with ωB97M-V with the def2-TZVPD basis set.

Calculated values
Multiplicity = 2
F_max = 0.9 eV Å⁻¹
Net charge = -2
Frontier orbital gap (spin up / spin down) = 6.87 / 6.79 eV
Energy relative to the best compared isomer or geometry (same formula, charge and spin) = 0.0 kJ/mol

Each line ends with the Mulliken charge.
Cartesian coordinates (Å):
Ru  -0.3629  1.7140  1.1500  0.120
O  3.4083  1.1150  2.6886  -0.778
C  2.2178  1.1597  2.4308  0.233
O  1.6381  1.9133  1.5685  -0.727
C  1.2404  0.2735  3.1773  0.322
C  1.6548  -0.7340  4.0287  -0.649
C  0.6946  -1.5387  4.6108  -0.512
C  -0.6417  -1.2948  4.3335  -1.005
C  -0.9776  -0.2600  3.4823  -0.473
N  -0.0493  0.5198  2.9198  0.942
H  2.7170  -0.8557  4.1891  0.592
H  0.9793  -2.3480  5.2717  0.415
H  -1.4260  -1.9072  4.7566  0.454
H  -2.0039  -0.0228  3.2349  0.549
O  -3.6954  4.4996  -4.4629  -0.741
C  -3.0516  3.4427  -4.3584  0.058
O  -2.6610  2.6375  -5.2269  -0.685
C  -2.6600  3.0386  -2.9254  0.751
C  -2.8429  1.7349  -2.4835  -0.669
C  -2.3777  1.3431  -1.2474  -0.950
N  -1.7324  2.1798  -0.4232  0.820
C  -1.6187  3.4698  -0.8126  0.717
C  -2.0757  3.9263  -2.0304  -0.831
C  -0.8939  4.3799  0.1705  -0.044
O  -1.0775  5.5807  0.1684  -0.722
O  -0.0773  3.7398  0.9438  -0.682
H  -3.3059  1.0117  -3.1413  0.314
H  -2.4957  0.3298  -0.8894  0.892
H  -1.9689  4.9747  -2.2718  0.553
C  -5.0125  3.7393  4.1135  -0.670
S  -4.1825  2.4574  5.0849  -0.107
C  -2.5181  2.9836  4.9632  0.192
C  -1.7507  2.9500  3.8453  0.067
S  -2.2954  2.4285  2.2892  -0.056
S  -0.1372  3.6046  4.0346  0.076
C  -0.2239  3.9779  5.7191  0.130
S  1.0404  4.5915  6.5914  -0.314
S  -1.7732  3.6575  6.3921  -0.233
H  -6.0577  3.4417  4.0308  0.334
H  -4.5803  3.7947  3.1167  0.178
H  -4.9488  4.7066  4.6078  0.255
C  1.1073  1.6256  -2.4619  -1.070
C  1.1210  0.2921  -3.1975  1.918
C  2.1447  0.3400  -4.3266  -2.167
C  -0.2535  -0.0624  -3.7484  -1.271
O  1.5738  -0.7457  -2.3164  -0.091
Si  0.8513  -1.5975  -1.1185  -0.425
S  -0.2985  -0.5654  0.2749  0.152
O  -0.1521  -2.6742  -1.8606  -0.155
C  -0.7418  -3.9046  -1.4731  1.980
C  -1.3203  -3.8340  -0.0638  -1.624
C  0.3082  -5.0118  -1.5596  -1.460
C  -1.8553  -4.1562  -2.4866  -1.866
O  2.0500  -2.5588  -0.5234  0.385
C  3.4562  -2.3531  -0.3974  2.068
C  4.1135  -2.7381  -1.7210  -1.674
C  3.7782  -0.9161  -0.0318  -1.355
C  3.9094  -3.2920  0.7171  -1.918
H  0.7026  2.4040  -3.1114  0.461
H  2.1172  1.9019  -2.1529  0.414
H  0.4886  1.5630  -1.5700  -0.180
H  1.8681  1.1072  -5.0519  0.416
H  2.1935  -0.6257  -4.8336  0.391
H  3.1329  0.5744  -3.9258  0.395
H  -0.6058  0.7093  -4.4369  0.584
H  -0.9757  -0.1392  -2.9357  -0.151
H  -0.2124  -1.0288  -4.2538  0.365
H  -0.5303  -3.7066  0.6782  0.245
H  -1.8663  -4.7555  0.1557  0.510
H  -1.9955  -2.9843  0.0300  0.261
H  1.1331  -4.8005  -0.8810  0.099
H  0.7057  -5.0685  -2.5749  0.340
H  -0.1326  -5.9783  -1.2999  0.456
H  -2.5934  -3.3551  -2.4329  0.357
H  -2.3538  -5.1091  -2.2929  0.402
H  -1.4402  -4.1725  -3.4951  0.361
H  3.7617  -2.0773  -2.5128  0.118
H  3.8533  -3.7662  -1.9833  0.327
H  5.2010  -2.6582  -1.6480  0.447
H  3.4616  -0.2296  -0.8163  0.047
H  4.8517  -0.7927  0.1263  0.548
H  3.2785  -0.6428  0.8912  0.161
H  3.6010  -4.3148  0.4912  0.349
H  3.4538  -2.9917  1.6621  0.331
H  4.9956  -3.2660  0.8281  0.405